No. 1
C4H7NO2 | ωB97M-V/def2-TZVPD

Cartesian coordinates (Å):
H -1.935 1.987 1.697
C -0.351 -0.131 0.368
H 1.552 1.575 0.103
O 0.971 -0.467 0.105
H 2.882 0.336 0.141
H 2.013 -0.776 -1.802
N -0.561 0.934 1.018
C 1.901 0.608 -0.254
C 1.363 0.079 -1.539
H -1.309 -2.041 0.447
H -2.315 -0.714 -0.185
C -1.310 -1.134 -0.166
O -1.916 1.134 1.245
H -0.986 -1.389 -1.177

Atomic forces in eV per Å
0.0 -0.2 -0.1
-0.2 0.2 0.1
0.0 -0.1 -0.1
-0.1 -0.1 0.0
-0.1 0.1 -0.1
-0.1 0.1 0.0
0.3 -0.3 -0.2
0.1 0.2 0.1
0.2 -0.1 0.1
0.0 0.1 0.0
0.1 -0.1 0.0
-0.1 0.0 0.0
-0.2 0.2 0.1
-0.1 0.0 0.1

## Properties
Gap between HOMO and LUMO = 9.44 eV
Relative energy (zero: lowest compared OMol25 entry of this formula, charge and spin) = 156.7 kcal per mole
Strongest force on any atom = 0.0099 Eh/bohr

***

No. 2
C3H7NO2 | ωB97M-V/def2-TZVPD

Cartesian coordinates (Å):
C -0.283 -0.513 -0.083
H 1.782 -0.636 1.481
H 2.287 1.024 1.093
H 0.389 1.391 -0.010
C 1.458 0.412 1.466
H -2.687 -0.513 -2.191
C -1.082 -0.051 -1.267
N 0.274 0.597 0.621
O -0.797 0.802 -2.060
H -0.972 -1.160 0.480
H 0.466 -1.192 -0.549
O -2.135 -0.887 -1.489
H 1.297 0.727 2.508

Atomic forces in eV per Å
-0.1 -0.6 -0.3
-0.1 0.2 -0.1
0.0 -0.2 0.0
0.0 -0.5 0.2
0.0 0.0 -0.1
0.3 0.0 -0.2
-0.3 -0.9 -1.2
0.1 0.8 0.2
0.1 0.6 0.5
0.4 0.3 0.3
0.0 0.1 0.2
-0.1 0.3 0.6
-0.2 -0.2 -0.3

## Properties
Gap between HOMO and LUMO = 9.72 eV
Relative energy (zero: lowest compared OMol25 entry of this formula, charge and spin) = 24.6 kcal per mole
Strongest force on any atom = 0.0289 Eh/bohr

***

No. 3
C26H49Br4N5OS | ωB97M-V/def2-TZVPD

Cartesian coordinates (Å):
H -4.254 2.479 -0.433
N 1.798 -7.084 4.211
H -4.333 -5.295 -3.780
H -4.755 4.190 -3.926
H -0.484 1.947 3.116
C 3.091 5.245 -0.854
H -0.440 -2.059 -3.004
H 2.281 -4.173 1.983
H -2.138 5.708 3.482
C 3.325 -5.931 2.369
C -3.443 1.963 -2.069
H -2.471 5.429 1.831
H 3.202 5.422 -1.923
H 1.571 -3.274 -2.758
C 2.509 -3.463 -5.231
N -2.429 1.804 -2.600
C -5.616 3.802 -3.382
C 0.771 0.041 0.746
H -1.802 3.256 1.709
H -4.253 4.308 -1.736
H 4.331 -3.780 0.731
H -0.435 4.187 2.317
Br 0.648 -0.680 4.825
C -1.027 2.758 3.602
H 3.012 -0.724 3.997
H 2.302 3.232 -0.784
C -3.786 4.422 3.176
C 2.358 0.144 4.082
C -3.296 -5.331 -3.447
H 2.909 -6.280 1.423
H 1.755 6.230 0.691
H 4.014 3.386 -0.878
H -1.832 -0.379 -0.893
C -2.466 4.925 2.798
N -4.833 3.954 3.559
N 2.973 3.204 2.179
H -3.202 -6.405 -3.289
C 4.339 -3.658 1.815
H 4.363 -6.263 2.383
N 3.348 -2.839 -5.733
C 0.202 -2.277 -3.858
H -5.841 2.844 -3.852
C -4.681 2.317 -1.423
O 0.904 -2.504 0.119
Br 4.812 1.513 4.962
H 3.931 5.722 -0.348
H -1.737 -2.135 -1.267
H 1.823 -5.223 -4.452
C 1.903 6.000 -0.364
C 3.064 3.534 1.082
C 3.141 3.785 -0.362
H 4.317 -2.614 2.128
C 1.444 -4.225 -4.671
H -1.941 2.392 4.070
H -1.909 -4.857 -2.067
H 0.974 5.564 -0.733
C 0.820 -3.573 -3.489
H 0.133 -4.327 -3.107
C -1.366 -1.330 -0.632
C -1.395 3.751 2.591
H 3.109 -3.997 3.460
H 2.055 0.669 3.176
H 2.945 0.351 6.163
H 1.810 -0.116 1.036
Br -2.211 -4.642 -4.970
H -0.436 3.135 4.437
H -2.941 -3.479 -2.383
H -6.474 4.455 -3.540
H -5.867 4.122 -1.250
H -0.378 -2.336 -4.779
C 3.241 -4.390 2.452
C -2.950 -4.546 -2.159
H 0.928 -1.497 -4.088
H -1.672 -1.519 0.396
H 0.751 -4.247 -5.512
C 2.902 0.965 5.263
C 2.480 -6.573 3.402
H 0.054 -0.036 1.564
H -5.280 1.411 -1.508
Br -4.054 -4.933 -0.576
H 5.273 -4.062 2.207
H 2.419 1.921 5.466
C -5.144 3.721 -1.959
H 0.855 1.100 0.500
H 1.895 6.999 -0.802
S 0.491 -1.249 -0.631

Atomic forces in eV per Å
-1.0 -0.2 0.7
1.8 1.5 -2.2
0.0 0.8 0.0
-0.3 0.1 -0.5
0.0 -0.1 0.2
0.5 0.5 2.1
-0.3 0.9 -0.4
-0.1 0.4 -0.1
0.0 -0.3 0.4
-0.3 0.2 0.4
1.5 0.0 -1.6
-0.5 -0.1 -0.1
0.1 -0.8 0.0
0.3 -0.8 0.4
2.5 1.6 -1.1
-0.4 -0.3 0.5
0.8 0.1 -0.8
1.1 0.5 -0.5
0.2 -0.3 -0.2
0.0 0.4 -0.5
0.2 0.3 -0.1
-0.2 0.6 -0.5
0.6 0.4 -0.7
-1.0 -0.8 1.8
-0.2 0.2 -0.7
-0.2 0.0 -0.1
-5.1 -2.3 2.1
-0.4 -0.3 2.0
-1.3 -0.1 0.2
0.1 0.1 -0.2
0.5 -0.7 0.3
0.3 -0.5 0.8
0.6 0.2 -0.5
1.4 -0.7 0.0
5.5 2.4 -2.1
-0.2 0.1 0.0
0.9 0.1 -0.2
1.2 0.2 -0.3
-0.1 -0.2 0.4
-1.0 -0.7 0.7
-1.0 0.5 -0.4
-0.1 -0.1 0.3
0.7 0.5 -0.2
0.0 0.5 -0.9
-0.8 -0.4 -0.1
0.5 0.1 -0.4
0.4 0.1 -0.1
-0.2 -0.1 -0.1
-1.7 1.2 -0.5
0.5 0.0 -0.5
-0.3 0.2 -1.6
0.0 0.1 -0.4
0.3 -0.8 -0.7
0.0 -0.6 0.0
0.0 0.2 1.1
-0.2 -0.2 0.1
0.6 -0.3 0.2
-0.2 0.4 0.4
-0.1 -0.1 0.2
-0.4 2.0 -1.4
0.2 -0.6 0.3
0.5 0.0 0.3
-0.1 0.1 -0.2
-0.1 -0.8 0.3
-0.6 -0.6 0.9
0.2 0.2 -0.2
-0.4 -0.1 0.2
0.2 0.0 0.2
-0.3 -0.3 0.0
-0.4 -0.1 0.2
-2.1 -0.6 0.5
0.5 -0.5 -1.5
0.2 0.1 0.5
0.4 -0.2 0.1
-0.5 -0.6 0.2
0.7 0.4 -0.5
-1.1 -1.3 1.9
0.0 -0.7 -0.2
-0.7 0.5 0.3
0.7 0.1 -0.9
0.3 0.1 -0.2
-0.2 -0.3 -0.2
-0.2 -0.9 1.8
-0.7 0.0 -1.1
0.1 0.1 -0.2
-1.6 0.8 2.7

## Properties
Gap between HOMO and LUMO (alpha / beta) = 8.40 / 3.81 eV
Charge = +1
Strongest force on any atom = 0.1232 Eh/bohr
2S+1 = 2